# 1
Computed, not measured: 10 unconnected molecules or ions with the total composition C40H91NO15S at a distorted geometry, with wB97M-V/def2-TZVPD.

Positions of all 148 atoms, in Å:
N1 0.264 -0.864 1.854
C1 1.333 -1.544 1.004
C2 0.806 -1.939 -0.516
O1 -0.061 -0.873 -1.120
C3 1.983 -2.476 -1.521
C4 3.116 -1.370 -1.933
C5 4.170 -1.817 -2.930
C6 5.369 -0.724 -3.329
O2 5.893 -0.595 -4.550
C7 5.889 0.221 -2.052
C8 4.836 0.665 -1.058
C9 5.156 1.611 0.247
C10 5.257 3.166 -0.323
C11 6.246 4.134 0.560
C12 6.158 3.820 2.171
S1 7.654 2.824 2.793
O3 8.391 3.551 3.956
O4 7.074 1.497 3.411
O5 8.812 2.508 1.574
C13 3.272 0.155 -1.360
O6 2.298 1.042 -1.149
H1 0.697 -0.548 2.773
H2 -0.363 -1.671 2.151
H3 2.349 -0.964 1.022
H4 1.544 -2.589 1.541
H5 0.064 -2.861 -0.355
H6 0.171 -0.885 -2.114
H7 2.557 -3.338 -0.928
H8 1.514 -3.028 -2.467
H9 4.116 -2.911 -3.342
H10 7.024 0.506 -1.931
H11 4.206 1.553 0.950
H12 6.084 1.276 0.877
H13 4.182 3.625 -0.401
H14 5.675 3.098 -1.436
H15 7.325 4.082 0.108
H16 5.847 5.247 0.403
H17 5.129 3.317 2.492
H18 6.243 4.878 2.718
H19 8.386 2.109 0.754
C14 -4.704 -2.484 -0.923
C15 -4.249 -1.814 0.364
C16 -4.327 -0.300 0.258
O7 -2.906 -2.199 0.648
H20 -4.066 -2.191 -1.764
H21 -4.630 -3.574 -0.836
H22 -5.739 -2.221 -1.161
H23 -4.871 -2.158 1.197
H24 -3.676 0.071 -0.542
H25 -3.986 0.169 1.186
H26 -5.352 0.029 0.055
H27 -2.346 -1.898 -0.087
C17 -0.689 3.284 -0.916
C18 -1.952 2.861 -0.183
C19 -1.936 3.330 1.263
O8 -2.065 1.441 -0.218
H28 0.200 2.847 -0.450
H29 -0.709 2.930 -1.952
H30 -0.581 4.373 -0.921
H31 -2.830 3.272 -0.694
H32 -1.091 2.894 1.807
H33 -2.845 3.008 1.782
H34 -1.866 4.420 1.324
H35 -1.290 1.067 0.233
C20 1.971 -4.160 -6.611
C21 0.986 -3.962 -5.469
C22 -0.451 -4.006 -5.962
O9 1.233 -2.704 -4.845
H36 1.867 -3.366 -7.359
H37 3.001 -4.113 -6.243
H38 1.817 -5.126 -7.101
H39 1.140 -4.739 -4.712
H40 -0.641 -3.207 -6.688
H41 -1.148 -3.850 -5.132
H42 -0.677 -4.967 -6.434
H43 1.100 -2.008 -5.509
C23 -6.132 2.832 4.488
C24 -5.102 1.886 3.890
C25 -5.104 0.542 4.602
O10 -3.807 2.472 3.992
H44 -5.915 3.030 5.543
H45 -6.110 3.798 3.974
H46 -7.141 2.416 4.411
H47 -5.312 1.738 2.825
H48 -4.851 0.660 5.662
H49 -4.350 -0.124 4.169
H50 -6.083 0.058 4.528
H51 -3.612 2.607 4.934
C26 -2.560 -0.897 -9.145
C27 -2.106 -0.227 -7.858
C28 -2.184 1.288 -7.964
O11 -0.763 -0.611 -7.574
H52 -1.922 -0.603 -9.986
H53 -2.487 -1.986 -9.058
H54 -3.595 -0.634 -9.383
H55 -2.728 -0.570 -7.025
H56 -1.533 1.659 -8.764
H57 -1.842 1.757 -7.036
H58 -3.208 1.617 -8.167
H59 -0.203 -0.311 -8.309
C29 -1.984 1.507 9.191
C30 -2.649 1.122 7.880
C31 -1.774 0.179 7.070
O12 -2.907 2.298 7.118
H60 -1.036 2.027 9.012
H61 -2.620 2.195 9.758
H62 -1.787 0.624 9.808
H63 -3.615 0.645 8.083
H64 -0.819 0.652 6.815
H65 -2.260 -0.080 6.123
H66 -1.570 -0.743 7.623
H67 -2.056 2.729 6.933
C32 -0.963 -6.804 -3.011
C33 -0.562 -6.095 -1.728
C34 -1.718 -6.038 -0.742
O13 -0.138 -4.769 -2.034
H68 -1.783 -6.277 -3.511
H69 -0.126 -6.826 -3.717
H70 -1.280 -7.833 -2.812
H71 0.287 -6.613 -1.271
H72 -2.565 -5.484 -1.161
H73 -1.418 -5.514 0.172
H74 -2.057 -7.044 -0.474
H75 -0.886 -4.301 -2.441
C35 9.461 -0.507 -4.353
C36 10.262 0.260 -3.314
C37 11.667 -0.304 -3.170
O14 9.595 0.191 -2.057
H76 9.354 -1.560 -4.067
H77 8.448 -0.098 -4.438
H78 9.941 -0.460 -5.336
H79 10.317 1.317 -3.598
H80 11.638 -1.349 -2.841
H81 12.228 0.251 -2.410
H82 12.213 -0.251 -4.117
H83 9.541 -0.743 -1.797
C38 -9.679 4.877 7.579
C39 -8.649 3.931 6.981
C40 -8.651 2.588 7.693
O15 -7.354 4.517 7.083
H84 -9.462 5.076 8.635
H85 -9.658 5.844 7.065
H86 -10.688 4.461 7.502
H87 -8.860 3.784 5.916
H88 -8.398 2.705 8.753
H89 -7.897 1.922 7.261
H90 -9.630 2.104 7.620
H91 -7.159 4.652 8.025

Summary:
SMILES: NC[C@@H](O)CC1=CC(=O)C=C(CCCCS(=O)(=O)O)C1=O.CC(C)O.CC(C)O.CC(C)O.CC(C)O.CC(C)O.CC(C)O.CC(C)O.CC(C)O.CC(C)O
Multiplicity: 1
Net charge: 0

Atomic partial charges in e from the Mulliken method, atoms 1 to 99:
1 N -0.47
2 C -0.56
3 C 0.53
4 O -0.38
5 C -0.51
6 C 0.77
7 C -0.57
8 C 0.05
9 O -0.58
10 C -0.26
11 C -0.10
12 C 0.03
13 C -0.45
14 C -0.53
15 C -0.57
16 S 1.10
17 O -0.62
18 O -0.59
19 O -0.45
20 C 0.06
21 O -0.47
22 H 0.25
23 H 0.21
24 H 0.12
25 H 0.32
26 H -0.16
27 H 0.26
28 H 0.37
29 H -0.09
30 H 0.29
31 H 0.39
32 H 0.20
33 H 0.16
34 H 0.27
35 H 0.28
36 H 0.31
37 H 0.29
38 H 0.32
39 H 0.38
40 H 0.38
41 C -1.40
42 C 0.40
43 C -0.99
44 O -0.45
45 H 0.27
46 H 0.30
47 H 0.42
48 H 0.37
49 H 0.24
50 H 0.08
51 H 0.54
52 H 0.18
53 C -1.21
54 C 0.47
55 C -1.09
56 O -0.26
57 H 0.15
58 H 0.32
59 H 0.43
60 H 0.32
61 H 0.24
62 H 0.07
63 H 0.43
64 H 0.08
65 C -1.42
66 C 0.86
67 C -1.13
68 O -0.36
69 H 0.31
70 H 0.34
71 H 0.39
72 H 0.00
73 H 0.19
74 H 0.21
75 H 0.41
76 H 0.24
77 C -1.44
78 C 0.90
79 C -1.22
80 O -0.47
81 H 0.24
82 H 0.32
83 H 0.38
84 H 0.22
85 H 0.09
86 H 0.27
87 H 0.45
88 H 0.29
89 C -1.25
90 C 0.45
91 C -1.36
92 O -0.47
93 H 0.33
94 H 0.31
95 H 0.38
96 H 0.26
97 H 0.35
98 H 0.32
99 H 0.38

---

# 2
Computed, not measured: a molecular structure, C40H98BClI2N3O13Si at a distorted geometry, with wB97M-V/def2-TZVPD.

Positions of all 159 atoms, in Å:
C1 -2.607 5.397 1.698
C2 -3.138 5.637 0.203
I1 -5.007 6.816 0.409
C3 -3.560 4.310 -0.593
C4 -2.303 3.409 -1.115
C5 -1.072 4.309 -1.651
C6 -1.381 5.205 -2.930
O1 -0.511 5.216 -3.845
Cl1 -2.831 6.271 -3.200
N1 -1.768 2.745 0.133
C7 -2.563 1.620 0.582
N2 -2.254 1.142 1.811
C8 -1.166 1.738 2.672
B1 -1.621 1.402 4.230
O2 -1.123 0.296 4.988
O3 -2.621 2.317 4.775
N3 -3.606 0.895 -0.130
I2 -5.387 0.849 0.985
C9 -4.011 1.501 -1.438
C10 -2.893 2.370 -2.181
O4 -3.591 3.009 -3.305
Si1 -1.621 1.176 -2.991
C11 -2.372 -0.397 -3.784
C12 -0.686 2.090 -4.433
C13 -0.227 0.577 -1.794
H1 -3.283 4.726 2.328
H2 -2.410 6.424 2.167
H3 -1.563 4.900 1.593
H4 -2.447 6.326 -0.414
H5 -4.238 4.655 -1.458
H6 -4.257 3.719 0.115
H7 -0.132 3.679 -1.896
H8 -0.701 5.037 -0.828
H9 -0.762 2.536 0.051
H10 -2.734 0.320 2.221
H11 -0.157 1.209 2.502
H12 -1.110 2.875 2.612
H13 -1.725 0.246 5.778
H14 -3.220 2.609 4.040
H15 -4.990 2.093 -1.247
H16 -4.343 0.626 -2.121
H17 -4.528 3.179 -3.063
H18 -1.846 -0.634 -4.777
H19 -2.229 -1.285 -3.056
H20 -3.473 -0.209 -4.044
H21 -1.385 2.945 -4.781
H22 -0.565 1.381 -5.319
H23 0.286 2.584 -4.087
H24 0.432 -0.138 -2.407
H25 0.429 1.496 -1.570
H26 -0.610 0.036 -0.864
C14 4.370 -1.134 -1.665
C15 3.385 -1.985 -2.452
C16 3.974 -3.346 -2.789
O5 3.035 -1.309 -3.658
H27 5.280 -0.952 -2.245
H28 3.937 -0.155 -1.441
H29 4.646 -1.618 -0.725
H30 2.467 -2.115 -1.872
H31 4.870 -3.241 -3.408
H32 3.260 -3.941 -3.364
H33 4.239 -3.897 -1.882
H34 3.842 -1.189 -4.178
C17 5.939 2.642 0.735
C18 4.727 2.655 -0.183
C19 4.217 4.070 -0.408
O6 3.688 1.863 0.393
H35 5.688 3.051 1.719
H36 6.287 1.618 0.898
H37 6.760 3.228 0.314
H38 4.989 2.201 -1.142
H39 3.906 4.528 0.536
H40 3.339 4.062 -1.060
H41 4.986 4.698 -0.865
H42 3.450 2.257 1.243
C20 -9.251 -1.862 2.125
C21 -9.494 -0.445 2.617
C22 -10.845 0.078 2.155
O7 -8.461 0.413 2.126
H43 -9.250 -1.902 1.031
H44 -8.271 -2.221 2.455
H45 -10.017 -2.546 2.498
H46 -9.445 -0.421 3.709
H47 -10.900 0.106 1.062
H48 -11.001 1.101 2.506
H49 -11.659 -0.548 2.529
H50 -8.497 0.398 1.160
C23 4.779 0.381 -8.835
C24 4.548 0.208 -7.343
C25 4.744 1.518 -6.596
O8 5.455 -0.768 -6.832
H51 5.803 0.713 -9.036
H52 4.646 -0.570 -9.357
H53 4.086 1.112 -9.260
H54 3.535 -0.167 -7.168
H55 5.766 1.889 -6.719
H56 4.586 1.376 -5.523
H57 4.050 2.283 -6.953
H58 6.356 -0.446 -6.982
C26 -1.638 4.883 8.430
C27 -1.195 3.497 8.871
C28 -0.078 2.964 7.987
O9 -2.307 2.605 8.818
H59 -2.024 4.862 7.405
H60 -2.448 5.248 9.066
H61 -0.809 5.595 8.475
H62 -0.856 3.533 9.910
H63 -0.411 2.877 6.947
H64 0.222 1.963 8.309
H65 0.797 3.619 8.019
H66 -2.614 2.568 7.902
C29 -1.450 -2.508 1.255
C30 -0.930 -3.072 2.569
C31 -2.069 -3.558 3.451
O10 -0.193 -2.065 3.259
H67 -2.107 -1.649 1.431
H68 -0.621 -2.152 0.636
H69 -2.007 -3.263 0.694
H70 -0.243 -3.898 2.368
H71 -2.747 -2.735 3.703
H72 -1.683 -3.950 4.396
H73 -2.645 -4.345 2.955
H74 -0.793 -1.328 3.443
C32 7.572 -3.214 -6.539
C33 7.804 -3.040 -8.031
C34 8.662 -4.162 -8.593
O11 8.447 -1.787 -8.267
H75 8.520 -3.195 -5.990
H76 6.965 -2.394 -6.149
H77 7.064 -4.158 -6.325
H78 6.843 -3.015 -8.552
H79 9.648 -4.177 -8.117
H80 8.830 -4.017 -9.664
H81 8.188 -5.135 -8.442
H82 9.299 -1.798 -7.810
C35 2.259 -0.849 6.516
C36 2.700 -2.236 6.954
C37 3.814 -2.769 6.066
O12 1.586 -3.125 6.902
H83 1.869 -0.868 5.493
H84 1.450 -0.484 7.156
H85 3.088 -0.138 6.561
H86 3.042 -2.203 7.992
H87 3.478 -2.853 5.027
H88 4.112 -3.771 6.385
H89 4.690 -2.116 6.098
H90 1.276 -3.161 5.986
C38 -3.520 -7.208 1.723
C39 -3.313 -7.029 0.227
C40 -2.456 -8.144 -0.350
O13 -2.682 -5.771 -0.016
H91 -2.564 -7.184 2.256
H92 -4.128 -6.393 2.127
H93 -4.018 -8.156 1.942
H94 -4.282 -7.010 -0.279
H95 -1.463 -8.153 0.111
H96 -2.306 -7.996 -1.423
H97 -2.922 -9.120 -0.194
H98 -1.823 -5.778 0.427

Summary:
Multiplicity: 1
Net charge: +1

Atomic partial charges in e from the Mulliken method, atoms 1 to 99:
1 C -0.66
2 C -0.76
3 I 0.05
4 C -0.94
5 C 0.63
6 C -0.60
7 C 0.05
8 O -0.48
9 Cl -0.11
10 N -0.09
11 C -0.20
12 N 0.43
13 C -0.61
14 B 0.69
15 O -0.42
16 O -0.52
17 N -0.67
18 I 0.29
19 C -1.14
20 C 0.55
21 O -0.59
22 Si 0.36
23 C -1.26
24 C -0.96
25 C 0.01
26 H 0.18
27 H 0.51
28 H 0.07
29 H 0.50
30 H 0.47
31 H 0.34
32 H 0.11
33 H 0.75
34 H 0.67
35 H 0.36
36 H 0.22
37 H 0.10
38 H 0.26
39 H 0.27
40 H 0.72
41 H 0.14
42 H 0.47
43 H 0.36
44 H 0.27
45 H 0.31
46 H 0.23
47 H 0.39
48 H 0.25
49 H 0.25
50 H -0.03
51 H -0.16
52 C -1.13
53 C 0.74
54 C -1.42
55 O -0.41
56 H 0.31
57 H 0.12
58 H 0.41
59 H 0.16
60 H 0.24
61 H 0.37
62 H 0.39
63 H 0.20
64 C -1.36
65 C 0.63
66 C -1.35
67 O -0.42
68 H 0.34
69 H 0.32
70 H 0.39
71 H 0.24
72 H 0.35
73 H 0.23
74 H 0.38
75 H 0.26
76 C -1.21
77 C 0.30
78 C -1.21
79 O -0.51
80 H 0.31
81 H 0.30
82 H 0.39
83 H 0.25
84 H 0.32
85 H 0.32
86 H 0.38
87 H 0.34
88 C -1.38
89 C 0.34
90 C -1.18
91 O -0.45
92 H 0.33
93 H 0.33
94 H 0.41
95 H 0.25
96 H 0.34
97 H 0.23
98 H 0.41
99 H 0.32

---

Calculated HOMO-LUMO gap, 7.87, 6.91 eV (same order as the records).
Calculated LUMO energy, -0.04918, -0.16368 Ha (same order as the records).